Record 1
This record from OMol25 describes a molecular structure, C23H31AsN2PtS4SeSi2Te. The level of theory is wB97M-V/def2-TZVPD.

CARTESIAN COORDINATES (ANGSTROEM)
Pt: -0.03969 -1.05134 0.59464
S: -3.61730 -2.39552 1.56417
As: -1.90504 -3.88262 1.12001
S: -0.19622 -2.84157 2.05382
S: -1.67979 -3.96607 -0.97132
S: -2.40892 -5.61007 2.19511
C: 4.68407 0.02708 1.10519
Si: 3.06436 -0.85072 1.55663
C: 2.21999 0.22640 2.83617
C: 3.52273 -2.49093 2.34357
C: 2.00875 -1.11434 0.04173
C: 1.80755 0.11692 -0.77991
C: 2.67365 0.88603 -1.54751
C: 2.14472 1.93137 -2.29137
C: 0.78411 2.19635 -2.25661
C: -0.02636 1.41517 -1.44855
N: 0.49322 0.42047 -0.73959
Si: 2.37999 -2.54908 -1.11538
C: 4.19661 -2.46754 -1.67350
C: 2.14059 -4.25066 -0.39038
C: 1.32872 -2.35887 -2.65749
H: 5.33719 0.08972 1.98075
H: 4.49278 1.04767 0.76399
H: 5.22580 -0.50149 0.31672
H: 2.92940 0.52329 3.61584
H: 1.39690 -0.31890 3.30340
H: 1.79276 1.13150 2.39625
H: 4.01579 -2.32084 3.30518
H: 4.20405 -3.06584 1.71113
H: 2.62792 -3.09296 2.51539
H: 3.72909 0.65356 -1.56614
H: 2.79811 2.54135 -2.90452
H: 0.34996 3.00839 -2.82195
H: -1.08843 1.58998 -1.34722
H: 4.87485 -2.60860 -0.82742
H: 4.44350 -1.51546 -2.15099
H: 4.39980 -3.26324 -2.39732
H: 2.89036 -4.49206 0.36514
H: 2.22160 -4.98179 -1.20092
H: 1.15030 -4.34972 0.05245
H: 1.56591 -1.44563 -3.21072
H: 0.27530 -2.33770 -2.36701
H: 1.47201 -3.21316 -3.32479
Te: -2.46723 -0.30845 1.36376
C: -3.28787 0.26781 -0.50522
C: -3.85543 1.53000 -0.63929
C: -4.33634 1.94120 -1.87639
C: -4.25671 1.09022 -2.97082
C: -3.70231 -0.17577 -2.82627
C: -3.21401 -0.59217 -1.59461
H: -3.90402 2.19969 0.21073
H: -4.76910 2.92914 -1.98069
H: -4.62877 1.41397 -3.93631
H: -3.63923 -0.84632 -3.67526
H: -2.77490 -1.58013 -1.48024
Se: -1.08415 2.86500 1.40256
C: -2.65120 3.78363 1.90895
C: -3.07534 4.95756 1.26695
C: -4.24338 5.58441 1.65877
N: -5.04847 5.15312 2.63426
C: -4.65100 4.03109 3.24169
C: -3.49888 3.33094 2.93089
H: -2.48184 5.36860 0.45989
H: -4.55818 6.49490 1.15372
H: -5.30071 3.66556 4.03268
H: -3.25165 2.42748 3.47361

Properties
energy = -8201.10263 Ha
total charge = -2
relative energy (zero: lowest compared OMol25 entry of this formula, charge and spin) = 0.0 kcal/mol
HOMO-LUMO gap = 6.337 eV
E_HOMO = -2.23 eV



Record 2
This record from OMol25 describes a molecular structure, C55H50N6O3P2PbSSi. The level of theory is wB97M-V/def2-TZVPD.

CARTESIAN COORDINATES (ANGSTROEM)
Pb: 0.44711 -1.09432 -0.31912
C: -1.16707 -2.47039 3.14491
Si: -0.94300 -0.62761 3.24501
C: 0.83023 -0.20236 3.61838
C: 1.18855 -0.82048 4.82738
C: 2.39099 -0.53337 5.45017
C: 3.24650 0.40276 4.88633
C: 2.90599 1.01929 3.69479
C: 1.71711 0.70676 3.03151
P: 1.25220 1.53581 1.46723
C: 1.17971 3.26739 2.07259
C: 0.27869 3.52771 3.10534
C: 0.16290 4.79804 3.64150
C: 0.94364 5.83348 3.14204
C: 1.84611 5.58223 2.12093
C: 1.96983 4.30309 1.58966
C: 2.72092 1.47907 0.39117
C: 3.92869 0.83869 0.66299
C: 4.94181 0.82102 -0.28642
C: 4.74980 1.40999 -1.52809
C: 3.53568 2.01486 -1.82614
C: 2.52982 2.04740 -0.87325
C: -2.19478 0.22464 4.31728
C: -2.36772 0.43831 5.68617
C: -3.56763 0.96702 6.12915
C: -4.59846 1.27496 5.23375
C: -4.43588 1.09181 3.87379
C: -3.21445 0.58704 3.43187
P: -2.59067 0.28567 1.77586
C: -3.84288 -0.62219 0.84239
C: -4.74918 0.08319 0.05329
C: -5.81998 -0.58411 -0.52633
C: -5.98509 -1.94566 -0.32594
C: -5.07952 -2.65097 0.45812
C: -4.01048 -1.99289 1.04075
C: -2.33609 1.85229 0.94576
C: -2.44112 3.06121 1.62331
C: -2.24504 4.25019 0.93422
C: -1.95733 4.22854 -0.42075
C: -1.85934 3.01701 -1.09820
C: -2.04412 1.82815 -0.41816
H: -0.36322 -2.98551 3.67320
H: -2.11434 -2.75544 3.60459
H: -1.16122 -2.82610 2.11186
H: 0.51491 -1.52526 5.30570
H: 2.64945 -1.02216 6.37940
H: 4.17237 0.65908 5.38256
H: 3.55916 1.77925 3.28453
H: -0.32362 2.72211 3.51507
H: -0.53141 4.98262 4.45084
H: 0.85400 6.82881 3.55488
H: 2.46871 6.38044 1.74006
H: 2.69086 4.12462 0.80179
H: 4.08843 0.34022 1.60923
H: 5.88624 0.34773 -0.05231
H: 5.54166 1.39168 -2.26489
H: 3.36819 2.45355 -2.80095
H: 1.57882 2.51060 -1.11832
H: -1.59078 0.18893 6.39706
H: -3.71901 1.13772 7.18633
H: -5.53232 1.66568 5.61407
H: -5.22875 1.33844 3.17917
H: -4.63094 1.14617 -0.10826
H: -6.52777 -0.03306 -1.13010
H: -6.81999 -2.45991 -0.78205
H: -5.21325 -3.71138 0.62198
H: -3.31453 -2.54825 1.65109
H: -2.67966 3.08346 2.67828
H: -2.31811 5.19204 1.46042
H: -1.82419 5.15902 -0.95599
H: -1.66202 2.99137 -2.15798
H: -1.98778 0.89541 -0.96796
C: -3.19381 -2.77900 -2.65497
C: -1.88795 -3.03860 -1.97433
O: -1.51419 -2.34276 -1.01436
N: -1.14710 -4.05252 -2.43565
C: 0.27877 -4.17995 -2.16712
C: 0.64854 -4.58748 -0.75729
C: 0.74438 -5.92439 -0.40182
C: 1.18786 -6.26101 0.86658
C: 1.53756 -5.24928 1.74665
C: 1.40404 -3.94086 1.32103
N: 0.96674 -3.61519 0.10389
H: -3.75786 -2.04803 -2.08302
H: -3.76977 -3.69693 -2.76850
H: -2.98352 -2.36827 -3.64467
H: -1.46741 -4.45765 -3.30323
H: 0.78455 -3.24792 -2.43054
H: 0.64785 -4.94557 -2.84752
H: 0.48246 -6.69109 -1.11785
H: 1.27184 -7.29859 1.15939
H: 1.90793 -5.46590 2.73796
H: 1.65587 -3.11376 1.97886
N: 2.01633 2.99749 -7.96871
C: 1.52449 2.17635 -6.99830
C: 1.75491 0.79428 -7.05369
C: 1.28024 -0.03534 -6.06360
C: 0.56217 0.49811 -4.99588
C: 0.32389 1.87038 -4.92921
C: 0.80095 2.70235 -5.91618
S: -0.03548 -0.54227 -3.74643
O: -1.22895 0.03913 -3.17361
O: -0.11849 -1.88541 -4.27077
N: 1.02003 -0.51180 -2.49996
C: 2.26455 -1.09731 -2.59246
N: 2.69146 -1.52845 -1.39502
C: 3.87143 -2.13770 -1.33772
C: 4.63845 -2.31769 -2.46848
C: 4.10803 -1.82769 -3.65471
N: 2.93052 -1.21781 -3.73282
H: 2.38232 2.60278 -8.81568
H: 1.71066 3.95353 -8.01595
H: 2.30605 0.38032 -7.88795
H: 1.45191 -1.09976 -6.11104
H: -0.24448 2.27306 -4.10634
H: 0.60662 3.76620 -5.87316
H: 4.19454 -2.48569 -0.36374
H: 5.59387 -2.81712 -2.43371
H: 4.65092 -1.93038 -4.58696

Properties
energy = -4243.03972 Ha
total charge = +2
relative energy (zero: lowest compared OMol25 entry of this formula, charge and spin) = 0.0 kcal/mol
HOMO-LUMO gap = 7.197 eV
E_HOMO = -11.71 eV



Record 3
This record from OMol25 describes a molecular structure, C37H36ClF4N3O2P2Pd. The level of theory is wB97M-V/def2-TZVPD.

CARTESIAN COORDINATES (ANGSTROEM)
Pd: 0.67622 -1.31981 -0.82940
C: 1.57422 -3.48743 1.26486
N: 1.67444 -3.19126 -0.17141
C: 3.09179 -3.16885 -0.57644
C: 0.93452 -4.17868 -0.98221
C: -0.56704 -4.07001 -0.79880
N: -0.99068 -2.70746 -1.09556
C: -2.25899 -2.42190 -1.37596
C: -2.57548 -1.11378 -1.84550
F: -1.58275 -0.22530 -1.97012
C: -3.84498 -0.75142 -2.20414
F: -4.06559 0.47825 -2.65972
C: -4.89778 -1.64930 -2.09214
C: -4.63986 -2.91941 -1.60110
F: -5.63341 -3.78181 -1.44991
C: -3.36805 -3.30886 -1.24870
F: -3.19086 -4.51825 -0.73263
H: 1.95927 -4.49152 1.46893
H: 0.53986 -3.43158 1.59611
H: 2.15890 -2.76484 1.82661
H: 3.55581 -4.13814 -0.37252
H: 3.61376 -2.39496 -0.01792
H: 3.16160 -2.95732 -1.64140
H: 1.26232 -5.19229 -0.72752
H: 1.18626 -3.99826 -2.02882
H: -0.86839 -4.31996 0.22336
H: -1.04956 -4.79588 -1.45337
H: -5.90203 -1.36346 -2.37490
C: -0.25560 2.46578 1.95865
N: -0.04119 1.51012 0.83824
P: -0.13849 -0.18400 1.15143
C: 0.77341 -0.37733 2.69011
C: 0.16425 -0.54849 3.93045
C: 0.94648 -0.64029 5.07376
C: 2.32787 -0.55421 4.98144
C: 2.93969 -0.38114 3.74445
C: 2.16709 -0.29816 2.59846
C: -1.87248 -0.53584 1.48510
C: -2.19686 -1.77375 2.04838
C: -3.52120 -2.15849 2.17109
C: -4.53329 -1.31386 1.72596
C: -4.21694 -0.08507 1.16688
C: -2.88893 0.30353 1.04253
P: 0.60266 2.07305 -0.59237
C: 1.84889 3.28371 -0.31047
C: 1.82400 4.50925 -0.99202
C: 2.82813 5.43175 -0.76235
C: 3.85303 5.13741 0.12902
C: 3.88574 3.91748 0.79820
C: 2.89466 2.98401 0.57499
C: -0.59933 2.65257 -1.76485
C: -1.85000 3.14182 -1.38081
C: -2.71060 3.63438 -2.34557
C: -2.33775 3.61951 -3.68519
C: -1.10205 3.11596 -4.07018
C: -0.22878 2.62869 -3.11247
H: -0.57924 1.91483 2.83871
H: -1.02595 3.19046 1.69935
H: 0.66818 2.98976 2.19928
H: -0.91426 -0.61062 4.01233
H: 0.47378 -0.77444 6.03728
H: 2.93194 -0.62451 5.87614
H: 4.01778 -0.31867 3.67597
H: 2.64083 -0.18140 1.62898
H: -1.41450 -2.43204 2.41066
H: -3.76780 -3.11147 2.62036
H: -5.56843 -1.61167 1.82894
H: -5.00462 0.57765 0.83259
H: -2.64662 1.25603 0.58894
H: 1.01959 4.74153 -1.67735
H: 2.81093 6.38349 -1.27516
H: 4.63685 5.86323 0.30030
H: 4.69537 3.69334 1.47892
H: 2.93109 2.01955 1.06334
H: -2.13827 3.17340 -0.33830
H: -3.67092 4.03746 -2.05369
H: -3.01718 4.00517 -4.43351
H: -0.82009 3.10183 -5.11399
H: 0.73152 2.22344 -3.41073
Cl: 5.19733 0.88581 -1.42700
C: 3.97967 0.39631 -2.61658
C: 2.74567 -0.21357 -1.99609
O: 1.97489 -0.87769 -2.72445
O: 2.49047 -0.03438 -0.75747
H: 4.42211 -0.31662 -3.30665
H: 3.68404 1.27885 -3.18367

Properties
2S+1 = 5
energy = -3415.97364 Ha
total charge = +2
relative energy (zero: lowest compared OMol25 entry of this formula, charge and spin) = 2.9 kcal/mol
HOMO-LUMO gap (alpha / beta) = 8.495 / 6.510 eV
E_HOMO (alpha / beta) = -13.47 / -14.35 eV